No. 1
Below is a structure of composition C24H23F12N6O2Pt, with properties calculated with the ωB97M-V functional and the def2-TZVPD basis.

The calculation puts the HOMO energy at -3.63 eV. The calculation puts the orbital gap at 0.2219 Eh. The energy is -2725.27385 hartree. The relative energy (zero: lowest compared OMol25 entry of this formula, charge and spin) is 0.0000 eV. The net charge is -1.

Each line ends with the Löwdin charge.
Positions of all 68 atoms, in Å:
F (-3.241845, -2.664939, -0.124955)  0.156
F (2.599822, 3.904804, 0.495328)  0.147
H (-2.897556, 2.604239, -0.011394)  0.114
H (-0.249311, 4.374567, -5.066878)  0.072
F (-2.014363, -4.084097, 0.923486)  0.128
N (4.614569, -1.699511, 1.028379)  -0.167
C (-3.842371, -0.402139, 2.119886)  -0.006
C (-0.738880, 3.402696, -5.154594)  -0.066
H (2.873755, 0.012133, 0.933900)  0.037
N (2.931248, -3.205739, 0.601600)  0.114
F (3.838237, 1.809680, -0.801130)  0.119
N (1.008589, -4.487091, 0.618303)  0.151
H (-1.726415, 3.562816, -5.590178)  0.066
C (0.225084, 2.718190, -2.934918)  -0.003
H (-5.004611, 2.618214, 1.215921)  0.105
Pt (0.503501, -0.210101, 0.526553)  1.194
F (2.618989, 0.611153, -2.117520)  0.154
H (6.515983, -2.135717, 0.315757)  0.080
H (0.233644, -4.922234, 0.154245)  0.091
F (-3.710832, -3.230940, 1.905015)  0.125
H (-0.157527, 2.807883, -5.864361)  0.074
C (5.040397, -0.382576, 1.466163)  -0.065
C (-2.692110, -2.932016, 1.068107)  -0.535
C (1.466554, 2.222923, -0.798618)  -0.352
H (5.317871, -1.884430, -0.969188)  0.098
H (1.370535, -4.940585, 1.436167)  0.090
H (4.965510, 0.373421, 0.674825)  0.085
H (-6.387190, -0.346121, 2.994729)  0.070
H (3.308958, -3.837140, 1.289478)  0.135
F (1.689097, 4.601242, -1.326556)  0.131
H (-2.846725, 1.988957, -4.088979)  0.104
H (5.312459, -3.383170, -0.028870)  0.074
C (1.556436, 3.701834, -0.325495)  -0.543
H (-6.764708, 1.272137, 2.399882)  0.067
O (-0.668229, -1.843927, 0.739160)  -0.294
H (-2.933444, 0.855149, -1.925007)  0.115
C (5.480582, -2.311246, 0.026401)  -0.058
F (0.448937, 4.032423, 0.350005)  0.162
C (-2.637632, -0.453077, 1.413717)  -0.060
H (-5.831988, 1.070661, 3.880597)  0.073
C (-4.723380, 0.664315, 2.068778)  -0.284
F (-0.652536, -3.090066, 3.162764)  0.132
C (-3.177499, 1.736512, 0.570815)  -0.026
H (6.076148, -0.444940, 1.797742)  0.085
C (-1.360214, -1.953180, 3.015466)  -0.545
C (-2.285225, 0.644182, 0.594914)  -0.221
C (-5.993734, 0.665010, 2.877729)  -0.068
C (3.259200, -1.866423, 0.836639)  -0.410
C (2.755433, 1.837973, -1.606502)  -0.536
N (1.536725, -3.089785, -1.223698)  0.142
F (-2.385798, -2.040403, 3.893513)  0.122
H (-4.117378, -1.242310, 2.739864)  0.107
N (-1.095473, 0.732537, -0.092906)  -0.116
H (0.598923, -3.318309, -1.542208)  0.050
C (-2.044845, 1.406409, -2.202491)  -0.025
C (1.762624, -3.593519, -0.086316)  -0.570
C (0.209107, 2.086112, -1.689728)  -0.058
H (4.430450, -0.061684, 2.309681)  0.099
F (3.098755, 2.657884, -2.627478)  0.123
F (-0.586657, -0.949919, 3.440780)  0.140
C (-0.973256, 1.418828, -1.287307)  -0.224
C (-1.782385, -1.736678, 1.523456)  -0.361
C (-0.843411, 2.719816, -3.815991)  -0.283
O (1.540222, 1.488675, 0.349319)  -0.294
H (1.111549, 3.256234, -3.235761)  0.110
C (-1.990685, 2.039973, -3.423333)  -0.054
C (-4.360748, 1.745787, 1.272567)  -0.056
N (2.419036, -0.901376, 0.930735)  0.034

Force components x, y, z for each atom (eV/Å):
F 0.0 0.0 0.0
F 0.0 0.0 0.0
H 0.0 0.0 0.0
H 0.0 0.0 0.0
F 0.2 0.0 0.0
N 0.3 0.0 0.2
C 0.0 0.0 0.1
C 0.0 0.0 0.0
H 0.0 -0.1 0.0
N -0.1 0.5 0.1
F 0.0 0.0 0.0
N 0.0 -0.4 -0.2
H 0.0 0.0 0.0
C 0.0 0.0 0.0
H 0.0 0.0 0.0
Pt 0.0 -0.3 -0.2
F 0.0 0.0 0.0
H 0.0 0.0 0.0
H -0.1 0.0 0.1
F 0.0 0.0 0.0
H 0.0 0.0 0.0
C 0.1 0.1 0.0
C 0.0 0.0 -0.1
C 0.1 0.0 -0.1
H 0.0 0.0 0.0
H -0.1 0.2 0.1
H 0.0 0.0 0.1
H 0.0 0.0 0.0
H 0.0 0.0 0.0
F 0.0 0.0 0.0
H 0.0 0.0 0.0
H 0.0 0.0 0.0
C 0.0 0.0 0.0
H 0.0 0.0 0.0
O -0.1 -0.1 0.2
H 0.0 0.0 0.0
C 0.2 0.0 0.0
F 0.0 0.0 0.0
C 0.0 0.0 0.0
H 0.0 0.0 0.0
C 0.0 0.0 0.0
F 0.0 0.0 0.0
C 0.0 0.0 0.0
H 0.0 0.0 0.0
C 0.0 0.0 -0.1
C 0.0 0.1 0.0
C 0.0 0.0 0.0
C -0.6 -0.1 -0.1
C -0.1 0.1 -0.1
N -0.1 0.1 -0.1
F 0.0 -0.1 0.1
H 0.0 0.1 0.0
N -0.1 0.0 0.1
H 0.0 0.0 0.0
C 0.0 0.0 0.0
C 0.0 0.2 0.2
C 0.0 0.0 0.0
H 0.0 0.0 0.0
F 0.0 0.0 0.0
F 0.0 0.0 0.0
C 0.0 0.0 0.0
C 0.0 -0.1 -0.2
C 0.0 0.0 0.0
O -0.1 0.1 0.0
H 0.0 0.0 0.0
C 0.0 0.0 0.0
C 0.0 0.0 0.0
N 0.2 -0.4 -0.1

=====

No. 2
Below is a structure of composition C24H23F6N8O9RuS5, with properties calculated with the ωB97M-V functional and the def2-TZVPD basis.

The calculation puts the HOMO energy (spin up / spin down) at -8.75 / -8.89 eV. The calculation puts the orbital gap (spin up / spin down) at 0.3093 / 0.2749 Eh. The energy is -4728.75432 hartree. The expectation value of S² is 0.75. As for the multiplicity: 2. The relative energy (zero: lowest compared OMol25 entry of this formula, charge and spin) is 0.3934 eV.

Each line ends with the Löwdin spin population.
Positions of all 76 atoms, in Å:
O (-1.168152, -4.774073, -1.123066)  0.000
F (0.722568, -2.144273, -4.274618)  0.000
Ru (-1.097379, 0.570208, 0.354533)  0.777
C (2.036783, -0.352684, 2.560750)  0.003
F (0.123214, -4.155868, 1.377320)  0.000
N (-1.887839, -0.932417, -3.532195)  0.006
C (-2.235622, 3.505953, 0.428511)  -0.001
S (1.753222, -2.223059, -1.847536)  0.000
C (-3.189429, -1.671342, 0.753660)  0.013
H (-0.095384, 1.418807, 4.161109)  0.000
C (-3.738886, 1.851743, 0.596749)  -0.001
H (-0.203459, 3.674652, 0.587665)  0.000
H (-1.975589, -1.744077, -4.119325)  0.000
C (-1.502288, 2.335457, -5.234023)  0.000
C (-1.469217, 1.099325, -2.769041)  0.000
H (2.524325, -0.650375, 0.490109)  0.000
C (6.168348, 0.576250, 3.131271)  0.000
C (-5.183417, -0.239975, 0.693993)  0.004
C (-4.590834, 2.888361, 0.692310)  0.000
N (-1.493520, 0.214663, -1.691708)  -0.001
F (0.645023, -6.166656, 0.766658)  0.000
C (-4.013419, 0.422058, 0.681275)  0.000
C (3.837827, 0.248391, 4.007435)  0.000
S (0.250100, -4.541682, -1.224195)  0.000
N (-2.293629, -2.648311, 0.749332)  0.015
C (-1.714764, 0.379340, -3.939330)  0.000
H (-1.505672, 2.845960, -6.187656)  0.000
H (6.275352, 1.583233, 3.537201)  0.000
H (0.959138, 2.084682, 0.644130)  0.002
N (-1.061782, 4.146620, 0.289456)  0.000
H (-1.305259, -2.415206, 0.794295)  0.000
C (2.890493, -0.374927, 1.468986)  0.002
C (1.891847, -2.439575, -3.680598)  0.000
C (-1.740383, 0.976799, -5.193585)  0.001
N (-2.882960, -0.382792, 0.724485)  0.003
O (-0.126536, -1.473755, 3.427334)  0.004
O (1.484113, -0.809908, -1.729304)  0.000
H (6.627982, -0.114143, 3.840163)  0.000
H (-2.537020, -3.612541, 0.593927)  0.000
H (-1.746935, -1.894899, -1.641501)  0.000
H (6.723263, 0.524419, 2.196351)  0.000
N (-2.398380, 2.198695, 0.423547)  -0.006
C (4.230374, -0.084898, 1.664421)  0.000
O (0.575162, 1.540219, -0.278005)  0.016
S (-4.899068, -1.948363, 0.766233)  0.000
H (-5.657257, 2.867416, 0.833879)  0.000
F (2.814664, -1.597684, -4.143722)  0.000
O (0.126750, -1.150889, 0.955082)  -0.007
H (-1.060617, 5.139464, 0.456441)  0.000
H (1.184764, 0.900766, -0.679105)  0.000
S (0.327551, -0.648965, 2.351272)  0.014
N (0.432947, -2.982911, -1.436185)  0.000
C (-1.237477, 3.066870, -4.065717)  0.001
C (4.718403, 0.241924, 2.924961)  0.002
C (0.722623, 2.874269, 2.811207)  0.006
H (-1.926202, 0.405663, -6.093164)  0.000
C (-1.210438, 2.466348, -2.823332)  0.000
H (4.906144, -0.120455, 0.819334)  0.000
O (1.184325, 2.893177, 1.597784)  0.005
H (1.826391, -0.076935, 4.683646)  0.000
S (-3.725476, 4.375371, 0.581982)  -0.001
O (1.050617, -5.377178, -2.060805)  0.000
H (4.208140, 0.490765, 4.995965)  0.000
O (0.990246, 3.685171, 3.673323)  0.005
C (0.837175, -4.876006, 0.497533)  0.000
H (-6.183109, 0.155783, 0.652224)  0.000
O (2.977119, -2.735359, -1.317345)  0.000
C (-0.330026, 1.803243, 3.167650)  0.009
F (2.230733, -3.674396, -4.011397)  0.000
H (-0.959178, 3.024606, -1.933637)  0.000
H (-1.286364, 2.323684, 3.259103)  0.002
F (2.117856, -4.587105, 0.660858)  0.000
H (-1.032477, 4.126218, -4.145484)  0.000
C (-1.727777, -0.973464, -2.199520)  0.009
N (-0.484267, 0.727715, 2.210713)  0.113
C (2.501929, -0.057164, 3.838905)  0.002

Force components x, y, z for each atom (eV/Å):
O 0.0 0.0 0.0
F 0.0 0.0 0.0
Ru 0.0 0.0 0.0
C 0.0 0.1 0.0
F 0.0 0.0 0.0
N 0.0 0.0 0.0
C 0.0 0.0 -0.1
S -0.1 0.0 0.0
C 0.0 0.0 0.0
H 0.0 0.0 0.0
C 0.0 0.0 0.0
H 0.0 0.0 0.0
H 0.0 0.0 0.0
C 0.0 0.0 0.0
C 0.0 0.0 0.0
H 0.0 0.0 0.0
C 0.0 0.0 0.0
C 0.0 0.0 0.0
C 0.0 0.0 0.0
N -0.1 0.0 0.0
F 0.0 0.0 0.0
C 0.0 0.0 0.0
C 0.0 0.0 0.0
S 0.0 0.1 0.0
N 0.0 0.0 0.0
C 0.0 0.0 0.0
H 0.0 0.0 0.0
H 0.0 0.0 0.0
H 0.0 0.0 0.0
N 0.0 0.0 0.0
H 0.0 0.0 0.0
C 0.0 0.0 0.0
C 0.0 0.0 0.0
C 0.0 0.0 0.0
N 0.0 0.0 0.0
O 0.0 0.0 0.0
O 0.0 0.0 0.0
H 0.0 0.0 0.0
H 0.0 0.0 0.0
H 0.0 0.0 0.0
H 0.0 0.0 0.0
N 0.1 0.0 -0.1
C 0.0 0.0 0.0
O -0.1 0.0 0.0
S 0.0 0.0 0.0
H 0.0 0.0 0.0
F 0.0 0.0 0.0
O 0.0 0.0 0.0
H 0.0 0.0 0.0
H 0.0 0.0 0.0
S 0.0 0.0 0.0
N 0.0 0.0 0.0
C 0.0 0.0 0.0
C 0.0 0.0 0.0
C -0.1 0.0 -0.1
H 0.0 0.0 0.0
C 0.0 0.0 0.0
H 0.0 0.0 0.0
O 0.0 0.0 0.0
H 0.0 0.0 0.0
S 0.0 0.0 0.0
O 0.0 0.0 0.0
H 0.0 0.0 0.0
O 0.0 0.0 0.0
C 0.0 0.0 0.0
H 0.0 0.0 0.0
O 0.0 0.0 0.0
C 0.0 0.0 0.0
F 0.0 0.0 0.0
H 0.0 0.0 0.0
H 0.0 0.0 0.0
F 0.0 0.0 0.0
H 0.0 0.0 0.0
C 0.1 0.0 0.0
N 0.1 -0.1 0.1
C 0.0 0.0 0.0

=====

No. 3
Below is the molecule C24H23FN6O5S in a non-equilibrium geometry, with properties calculated with the ωB97M-V functional and the def2-TZVPD basis.

The calculation puts the HOMO energy at -8.63 eV. The calculation puts the orbital gap at 0.3327 Eh. The energy is -2131.15883 hartree. The relative energy (zero: lowest compared OMol25 entry of this formula, charge and spin) is 1.3322 eV. As for the SMILES: O=c1[nH]c(C2CCN(S(=O)(=O)c3ccccc3F)CC2)nc2c1nnn2Cc1ccc2c(c1)OCCO2.

Each line ends with the Löwdin charge.
Positions of all 60 atoms, in Å:
C (-1.499264, 1.029596, -0.202120)  -0.260
C (4.319409, 1.189833, -0.017173)  -0.190
H (1.746178, -0.791427, 2.063366)  0.106
H (-2.867592, 1.977424, -1.403516)  0.162
C (1.884024, -1.659814, -0.522133)  -0.069
H (-3.967137, 0.202046, 2.997749)  0.133
H (-0.525374, -3.924350, -2.806417)  0.111
H (-0.828668, -3.689075, -0.339460)  0.109
C (5.365176, 3.452442, 1.005903)  -0.148
H (-1.556218, -0.536480, 3.548265)  0.131
C (-2.154175, -2.615602, -3.268383)  -0.060
H (-0.601232, -0.845322, 2.084498)  0.083
N (-0.473199, 0.249620, -0.102861)  0.225
C (-2.065587, 1.673994, 1.034171)  -0.222
H (2.981618, 1.098523, 3.080429)  0.122
H (1.290889, -2.207042, 0.215688)  0.125
H (6.672280, 3.267024, -0.724829)  0.134
O (5.256285, 1.836597, -0.778085)  -0.021
C (-1.457172, -0.303469, 2.478793)  -0.192
C (-0.025540, -0.232561, -1.280004)  -0.208
N (1.108913, -1.296862, -2.813322)  0.060
N (-2.613335, -0.770218, 1.755039)  -0.252
C (-3.151417, -1.797646, -2.764038)  -0.002
H (-4.631895, -0.498524, 1.513972)  0.111
H (-1.927490, 2.755800, 0.910841)  0.154
O (-4.034315, -2.825465, 1.484529)  -0.258
S (-2.705410, -2.338894, 1.265207)  0.690
H (2.533521, -2.348576, -1.067284)  0.135
H (-2.032379, -2.708583, -4.335452)  0.118
C (6.142974, 2.627215, -0.017696)  -0.148
H (3.803476, -0.098347, -1.624758)  0.133
H (-4.080077, 1.388739, 0.253362)  0.097
C (3.146021, 0.817534, 2.052627)  0.011
H (-3.814415, -1.251614, -3.416012)  0.129
C (-3.783812, 0.045147, 1.926359)  -0.172
H (-0.242663, 1.455835, 2.168749)  0.109
N (-2.066239, 1.355776, -1.395821)  0.210
C (2.676929, -0.566383, 0.147467)  -0.214
C (-3.572094, 1.395710, 1.216890)  -0.108
C (4.067898, 1.546859, 1.312676)  -0.199
H (-4.010920, 2.192643, 1.817986)  0.118
H (6.861281, 1.983272, 0.508020)  0.140
O (-2.293307, 1.273363, -3.650160)  0.090
N (0.994808, -1.082495, -1.496179)  -0.050
C (2.458489, -0.232865, 1.477046)  -0.045
O (-1.591374, -3.042203, 1.832592)  -0.278
C (3.608770, 0.145892, -0.591906)  0.058
C (-3.284136, -1.676162, -1.391453)  -0.256
F (-4.242055, -0.861774, -0.902722)  0.076
H (4.633732, 4.081915, 0.480608)  0.139
H (-1.694928, 1.749256, 3.139118)  0.120
C (-0.530457, 0.046514, -2.557675)  -0.142
C (-2.446346, -2.343356, -0.518870)  -0.189
C (-1.305888, -3.295415, -2.408255)  -0.075
O (4.701185, 2.601676, 1.914916)  -0.024
H (6.030788, 4.080782, 1.599193)  0.133
C (-1.673720, 0.912579, -2.680561)  -0.411
C (-1.457791, -3.160500, -1.038062)  -0.061
N (0.221297, -0.644799, -3.447774)  0.093
C (-1.298318, 1.212223, 2.276922)  -0.112

Force components x, y, z for each atom (eV/Å):
C 0.2 0.1 -0.1
C 0.0 0.0 0.1
H -0.1 -0.1 0.1
H 0.1 -0.1 0.0
C 0.3 0.0 0.3
H 0.0 -0.1 -0.1
H 0.1 0.0 0.0
H 0.1 -0.1 0.0
C 0.3 0.1 -0.5
H 0.0 0.0 -0.1
C -0.1 -0.1 0.1
H 0.0 0.2 0.2
N 0.3 -0.1 0.4
C -0.1 0.1 0.2
H 0.0 0.1 0.1
H 0.1 0.0 -0.1
H 0.0 0.0 0.1
O -0.3 -0.2 -0.1
C 0.6 -0.2 0.3
C -0.6 0.4 -1.1
N 1.0 -0.8 -0.3
N -0.1 -1.0 -0.3
C -0.2 -0.1 0.3
H -0.1 0.2 0.1
H 0.0 -0.1 0.0
O -0.1 0.3 -0.1
S 0.0 0.2 -0.2
H -0.1 0.0 0.1
H 0.0 0.0 -0.1
C 0.1 0.3 0.5
H 0.0 0.0 -0.2
H -0.1 0.0 0.0
C 0.2 0.1 -0.1
H -0.1 0.1 0.0
C -0.6 0.1 -0.1
H 0.0 0.0 0.1
N -0.2 0.1 0.1
C 0.1 0.0 0.1
C 0.1 -0.1 0.1
C -0.1 0.0 -0.1
H 0.0 0.0 0.0
H 0.0 0.1 -0.1
O -0.1 0.0 -0.3
N -0.9 0.6 0.1
C 0.1 0.0 -0.1
O 0.1 0.2 -0.1
C 0.1 0.1 0.2
C 0.0 0.0 -0.3
F 0.0 0.0 0.0
H 0.1 0.0 0.1
H 0.0 0.1 0.0
C 0.6 -0.2 1.2
C -0.2 0.0 0.7
C -0.1 0.0 0.0
O -0.2 -0.3 0.2
H 0.0 0.0 -0.1
C 0.1 0.0 0.0
C 0.1 -0.1 -0.1
N -0.4 0.4 -0.7
C -0.1 -0.1 -0.2